[1]
ORCA calculation (the ωB97M-V functional and the def2-TZVPD basis) on 15 unconnected molecules or ions with the total composition C45H78O45.

Atoms and positions in Å:
O  -0.75969  5.51543  5.41924
O  4.18481  0.50566  -3.45592
O  1.74228  -6.69002  2.49001
O  5.35197  2.97887  0.56674
O  -5.41311  3.64407  -1.26219
O  -3.05610  -2.81054  2.78234
O  0.27653  -4.93708  -3.24543
O  -1.51300  0.38507  5.23008
O  -5.19457  2.85871  0.81347
O  -2.34606  2.41307  -5.35971
O  1.09683  2.30807  2.76432
O  -2.33881  1.22543  7.19730
O  -2.68583  -1.36212  -2.77135
O  -1.82062  2.12978  -3.18066
O  -0.74563  5.68233  3.18416
O  2.05925  -3.85801  -3.70926
O  1.70043  5.20833  -2.15366
O  -2.28819  -0.96915  6.67790
O  -6.24073  -1.87717  0.83924
O  6.19566  -2.32266  1.13526
O  2.25682  -5.97376  -2.96170
O  2.13941  0.24599  -4.20896
O  6.15841  0.97751  1.32015
O  -5.13889  -0.11585  1.67154
O  0.84957  3.48819  -1.00923
O  2.98511  2.53478  3.95757
O  -0.40483  5.17813  -1.29467
O  3.88591  0.49595  -5.65563
O  3.14157  -7.23678  0.83493
O  -6.28608  4.79075  0.42226
O  4.53525  -3.86513  1.25522
O  -1.18081  0.58540  -0.10833
O  0.16852  -0.64785  -1.27909
O  4.46363  -2.45423  -0.31535
O  0.13859  -0.84851  0.99253
O  -3.86107  2.39848  -3.67990
O  -3.83953  -2.94461  -3.77110
O  -4.79775  -0.93423  -3.32512
O  1.96792  4.33162  3.22358
O  -2.31493  -3.54769  0.77828
O  -6.70301  -1.13679  2.91555
O  1.78936  -5.53618  0.55713
O  -4.17187  -4.33874  1.75995
O  3.98699  1.37624  0.95537
O  -2.16978  4.30454  4.14343
C  1.60103  -5.02101  -3.29550
C  6.67477  3.42802  0.36261
C  -4.77850  -0.17230  0.29599
C  -6.07187  -1.05877  1.91732
C  -2.62937  2.33332  -4.19613
C  1.98599  2.98884  3.19108
C  -0.45452  1.88320  -3.45018
C  -0.47781  -6.06797  -2.82866
C  -3.87675  -1.69334  -3.34449
C  0.74075  -4.67809  0.97999
C  -5.25130  -1.51643  -0.13560
C  -4.97113  2.58833  -4.55282
C  3.38659  -3.72902  -4.16404
C  -1.58836  1.19511  1.09369
C  5.33822  -4.85167  1.87572
C  -2.58560  -1.35326  8.00256
C  1.29351  -1.52220  -1.32696
C  -1.95749  -1.93952  2.94395
C  -1.16115  5.13874  4.35833
C  -6.70938  5.48337  -0.76127
C  -5.52815  3.72398  0.06069
C  5.16192  -2.78938  0.76577
C  2.05867  2.75264  -1.07273
C  -3.13208  -3.51342  1.67141
C  2.17903  -6.49583  1.39531
C  -0.76727  6.51562  -1.61118
C  3.63178  -7.00094  -0.47906
C  3.72144  3.64493  4.50904
C  -5.81966  4.84910  -1.87047
C  -0.25563  -0.38716  -0.03236
C  -2.54863  -3.51308  -3.54442
C  2.78981  4.82755  4.27132
C  3.29957  0.36152  -4.45390
C  0.76986  4.67561  -1.60108
C  -2.08791  0.33039  6.43626
C  -1.70037  -2.28329  -3.17717
C  -4.46775  -5.09294  0.57807
C  -1.42597  5.02379  2.11896
C  -2.64950  4.44455  2.82508
C  3.51079  0.14591  1.47310
C  -1.33167  1.62422  4.55236
C  5.26779  1.71805  1.02380
C  5.49474  0.60314  -3.99872
C  4.94419  -1.50443  -1.24553
C  5.23635  0.95640  -5.49367
H  6.15457  -5.26623  1.28343
H  -0.94437  2.02294  1.40536
H  2.52451  2.91007  -2.05506
H  3.69962  -2.68493  -4.19135
H  -2.17009  -3.96596  -4.45636
H  2.78823  3.23164  -0.42305
H  0.65884  -4.59054  2.06294
H  -1.96700  -0.93355  8.79785
H  1.49704  -1.74740  -2.37248
H  -1.86252  5.67785  1.36270
H  4.09724  -4.16123  -3.45644
H  -2.62798  -4.21924  -2.72260
H  -5.39440  0.59833  -0.16715
H  0.04120  1.46567  -2.58360
H  -1.84606  6.57593  -1.45332
H  7.21731  3.61373  1.29341
H  6.16941  -0.25097  -4.03249
H  3.52282  -4.12963  -5.16596
H  5.91155  -1.81239  -1.64265
H  -0.47615  2.11619  5.01655
H  3.80441  3.35548  5.55658
H  -1.74470  -1.84504  4.00955
H  -1.30730  -5.67842  -2.24732
H  -7.78393  5.37001  -0.88586
H  -2.14633  -0.91301  2.63273
H  5.90954  1.46438  -3.47765
H  4.00800  -0.12551  2.40656
H  4.65141  -7.37705  -0.52836
H  4.71417  3.69883  4.06177
H  -1.02016  -2.45116  -2.34651
H  3.04050  -7.50937  -1.23903
H  -4.81080  3.48612  -5.15142
H  -0.25228  -5.04112  0.70370
H  -3.59876  -1.06561  8.29258
H  5.40358  2.00875  -5.71381
H  -5.50305  -5.40651  0.63524
H  6.68284  4.39366  -0.13981
H  3.59045  -0.68275  0.78023
H  2.22242  -1.02324  -1.04020
H  -5.12003  1.67165  -5.11839
H  -3.72128  -0.05578  0.07435
H  2.24167  5.00503  5.19567
H  0.76770  -3.66415  0.58946
H  4.26874  -1.39564  -2.09042
H  -0.56800  6.73320  -2.65580
H  4.95902  -0.50475  -0.80912
H  -3.74646  -5.90847  0.54249
H  -0.34985  1.12766  -4.23367
H  1.87259  1.68437  -1.04721
H  -5.79998  2.78697  -3.87856
H  -1.04220  -2.34559  2.51468
H  -4.91884  5.41595  -2.11248
H  -0.38838  7.19799  -0.85147
H  1.16504  -2.41905  -0.72865
H  -4.31967  -4.50428  -0.32689
H  -6.43963  6.53534  -0.67468
H  2.47785  0.31013  1.77602
H  5.88192  0.34599  -6.11971
H  0.06758  -6.75975  -2.18778
H  -2.22681  2.24612  4.55152
H  -1.10921  1.38775  3.51286
H  -1.04238  -1.98680  -3.99848
H  0.01891  2.77143  -3.87385
H  -2.55281  1.70264  1.02015
H  -0.84381  -6.64983  -3.67348
H  4.75755  -5.70192  2.22553
H  -6.36311  4.54969  -2.76393
H  -2.51252  -2.43536  8.06864
H  3.33979  5.66359  3.84806
H  7.27485  2.72697  -0.21805
H  -1.63606  0.43879  1.87693
H  -2.94439  3.43885  2.52632
H  3.62877  -5.95700  -0.78582
H  5.78316  -4.43566  2.78216
H  -5.62800  -1.47337  -1.15711
H  -0.79587  4.27363  1.64057
H  -4.47024  -2.28074  -0.19636
H  -3.48230  5.14813  2.74100

Calculated values
LUMO level = -0.07 eV
largest force on an atom = 0.0465 hartree/bohr

Mulliken atomic charge list, values in e, 6 entries: atom 1 (O): -0.594, atom 2 (O): 0.233, atom 3 (O): -0.582, atom 4 (O): -0.148, atom 5 (O): -0.039, atom 6 (O): -0.334


[2]
ORCA calculation (the ωB97M-V functional and the def2-TZVPD basis) on 2 unconnected molecules or ions with the total composition C3H7NO.

Atoms and positions in Å:
O  1.65069  0.86402  1.29688
N  -0.55392  1.33402  -0.31009
C  -0.84089  -1.05139  0.17262
C  1.78597  0.00536  0.50005
C  -0.08764  0.02489  -0.56744
H  -0.11866  2.03177  -0.90095
H  -0.40480  1.60307  0.66190
H  -0.79094  -0.88572  1.25507
H  -1.90151  -1.06836  -0.10144
H  -0.42529  -2.04274  -0.03003
H  1.66462  -0.65202  -0.33992
H  0.02236  -0.16289  -1.63665

Calculated values
LUMO level = 0.86 eV
energy above the lowest of the compared OMol25 structures with the same formula, charge and spin = 108.3 kcal/mol
largest force on an atom = 0.0173 hartree/bohr

Mulliken atomic charge list, values in e, 6 entries: atom 1 (O): -0.349, atom 2 (N): -0.618, atom 3 (C): -1.008, atom 4 (C): -0.028, atom 5 (C): -0.387, atom 6 (H): 0.238


[3]
ORCA calculation (the ωB97M-V functional and the def2-TZVPD basis) on 2 unconnected molecules or ions with the total composition C3H5F.

Atoms and positions in Å:
F  0.05675  -2.97306  1.07877
C  -0.50811  0.69379  -1.43458
C  -0.10503  0.57231  -0.23124
C  0.33899  0.40552  0.97924
H  -0.60656  -0.29616  -2.10007
H  -0.32252  0.29687  1.76813
H  -0.84373  1.65353  -1.85497
H  1.31838  0.47589  1.21946
H  -0.37533  -3.06778  1.82832

Calculated values
LUMO level = 0.96 eV
energy above the lowest of the compared OMol25 structures with the same formula, charge and spin = 34.5 kcal/mol
SMILES = C=C=C.F
largest force on an atom = 0.0744 hartree/bohr

Mulliken atomic charge list, values in e, 6 entries: atom 1 (F): -0.375, atom 2 (C): -0.567, atom 3 (C): 0.331, atom 4 (C): -0.763, atom 5 (H): 0.200, atom 6 (H): 0.261


[4]
ORCA calculation (the ωB97M-V functional and the def2-TZVPD basis) on C4H8O2 in the gas phase.

Atoms and positions in Å:
O  0.92325  1.47571  -0.23146
O  -1.21442  0.58361  -1.38376
C  1.66631  -0.47530  0.80715
C  -0.54344  -0.37138  -0.55535
C  0.42704  0.32523  0.42413
C  -2.00575  -0.22473  -0.51982
H  -2.50385  0.32141  0.28649
H  -0.13193  -1.21119  -1.11353
H  0.15096  1.84423  -0.68772
H  -2.63803  -0.94908  -1.04665
H  2.23349  -0.71454  -0.09869
H  2.29604  0.18049  1.41753
H  -0.13034  0.61062  1.33170
H  1.47066  -1.39508  1.37000

Calculated values
LUMO level = 1.06 eV
energy above the lowest of the compared OMol25 structures with the same formula, charge and spin = 48.1 kcal/mol
SMILES = C[C@@H](O)[C@H]1CO1
largest force on an atom = 0.0084 hartree/bohr

Mulliken atomic charge list, values in e, 6 entries: atom 1 (O): -0.534, atom 2 (O): -0.484, atom 3 (C): -1.384, atom 4 (C): 0.023, atom 5 (C): 0.381, atom 6 (C): -0.362